Formula: C5H10N2O
Source: the Open Molecules 2025 dataset
Level of theory: ωB97M-V/def2-TZVPD

Element x y z (Å)
C (-1.065, 0.467, -0.105)
C (0.233, 0.857, -0.815)
C (1.173, 1.642, 0.019)
C (1.439, 1.799, 1.297)
N (-1.083, -0.827, 0.637)
C (-0.535, -2.026, 0.337)
N (-0.100, -2.219, -1.060)
O (-0.508, -3.014, 1.035)
H (-1.249, 1.247, 0.594)
H (-1.962, 0.526, -0.767)
H (0.902, -0.014, -0.977)
H (-0.163, 1.268, -1.732)
H (1.692, 2.380, -0.651)
H (0.852, 1.101, 1.946)
H (2.153, 2.581, 1.557)
H (-1.453, -0.711, 1.570)
H (0.379, -3.106, -1.154)
H (-0.704, -1.951, -1.732)

Computed properties:
Kohn-Sham gap = 0.3765 hartree
ΔE to the lowest compared entry with this formula, charge and spin = 1.582 eV
SMILES string = C=CCCNC(N)=O
spin multiplicity = 1